Entry 1:
This record from OMol25 describes a molecular structure, C2H8NO2 at a distorted geometry. The level of theory is wB97M-V/def2-TZVPD.

Last column: natural (NBO) charge in e.
Positions of all 13 atoms, in Å:
C -0.49 1.04 0.76  -0.46
N -0.35 -0.27 0.08  -0.86
C -0.25 0.08 -1.75  0.20
O -0.62 1.15 -2.35  -0.82
H -0.80 1.61 -0.12  0.21
H -1.28 1.00 1.48  0.16
H 0.49 1.34 1.16  0.17
H -1.19 -0.88 0.43  0.31
H 0.94 -0.08 -1.68  0.07
H -0.90 -0.87 -2.07  0.07
H 0.78 -1.33 1.34  0.50
H 2.04 -1.33 0.90  0.46
O 1.62 -1.44 1.81  -0.99

The value obtained for the energy is -286.1720 a.u. The strongest force on any atom comes out at 2.56 eV/Å. The net charge is -1. The molecular weight comes out at 78.1 g/mol. The orbital gap comes out at 0.2886 hartree. The energy relative to the best compared isomer or geometry (same formula, charge and spin) comes out at 47.2 kcal per mole.


Entry 2:
This record from OMol25 describes 2 unconnected molecules or ions with the total composition ClH2NO2Si at a distorted geometry. The level of theory is wB97M-V/def2-TZVPD.

Last column: natural (NBO) charge in e.
Positions of all 7 atoms, in Å:
N -1.46 0.20 -0.07  0.36
O -1.98 -0.17 -1.09  -0.40
O -1.99 0.57 0.95  -0.40
Si 1.12 -0.02 0.03  1.06
Cl 1.67 -1.91 0.19  -0.31
H 1.38 0.57 -1.26  -0.15
H 1.27 0.77 1.24  -0.15

The value obtained for the energy is -956.0128 a.u. The strongest force on any atom comes out at 3.29 eV/Å. The molecular weight comes out at 111.6 g/mol. The orbital gap (spin up / spin down) comes out at 0.2970 / 0.2971 hartree. The energy relative to the best compared isomer or geometry (same formula, charge and spin) comes out at 42.2 kcal per mole.


Entry 3:
This record from OMol25 describes a molecular structure, C8H20IrNO10P2. The level of theory is wB97M-V/def2-TZVPD.

Last column: natural (NBO) charge in e.
Positions of all 42 atoms, in Å:
Ir 0.16 0.27 -0.49  1.62
C -1.05 0.40 -4.57  -0.66
C -0.93 0.08 -3.10  -0.48
O 0.12 0.90 -2.48  -0.64
P -2.43 0.33 -2.07  2.40
O -2.92 1.81 -2.23  -0.98
O -3.60 -0.57 -2.55  -0.98
O -1.92 0.06 -0.67  -1.06
P -0.52 -1.70 -2.69  2.40
O 0.52 -2.17 -3.78  -0.97
O -1.82 -2.42 -2.77  -1.13
O 0.21 -1.59 -1.35  -1.06
H -1.37 1.43 -4.73  0.23
H -1.79 -0.26 -5.02  0.26
H -0.10 0.24 -5.06  0.26
H -0.10 1.86 -2.47  0.53
H -3.78 1.95 -2.64  0.55
H -3.25 -1.50 -2.65  0.57
H 0.20 -2.87 -4.36  0.54
O 4.24 -0.08 0.49  -0.50
C 3.16 0.14 0.10  0.83
N 2.06 0.39 -0.31  -0.74
C -1.03 4.17 0.53  -0.62
C -0.29 2.93 1.01  0.25
C 1.13 3.27 1.45  -0.63
C -1.05 2.23 2.12  -0.65
O -0.17 2.10 -0.17  -0.61
H -1.12 4.89 1.35  0.23
H -2.04 3.90 0.20  0.22
H -0.50 4.65 -0.29  0.22
H 1.10 3.96 2.29  0.23
H 1.68 3.75 0.63  0.23
H 1.67 2.38 1.75  0.21
H -1.22 2.94 2.93  0.24
H -0.49 1.39 2.53  0.22
H -2.02 1.88 1.76  0.22
C 0.86 -1.71 1.71  -0.26
O -0.03 -0.60 1.36  -0.65
H 0.91 -2.43 0.90  0.22
H 0.46 -2.16 2.62  0.21
H 1.83 -1.28 1.91  0.22
H -0.95 -0.90 1.41  0.53

The value obtained for the energy is -1910.9859 a.u. The strongest force on any atom comes out at 0.47 eV/Å. The net charge is +1. As for the spin multiplicity: 2. The molecular weight comes out at 544.4 g/mol. The orbital gap (spin up / spin down) comes out at 0.3353 / 0.2569 hartree. The energy relative to the best compared isomer or geometry (same formula, charge and spin) comes out at 0.0 kcal per mole.


Entry 4:
This record from OMol25 describes a single H2O3Si molecule at a distorted geometry. The level of theory is wB97M-V/def2-TZVPD.

Last column: natural (NBO) charge in e.
Positions of all 6 atoms, in Å:
O 1.61 0.03 -0.07  -0.01
O 0.74 -1.05 0.11  -0.59
O 0.70 1.13 0.13  -0.61
Si -0.57 0.07 0.05  1.66
H -0.94 -0.19 -1.29  -0.23
H -1.54 0.01 1.07  -0.22

The value obtained for the energy is -516.2424 a.u. The strongest force on any atom comes out at 2.75 eV/Å. The molecular weight comes out at 78.1 g/mol. The orbital gap comes out at 0.3501 hartree. The energy relative to the best compared isomer or geometry (same formula, charge and spin) comes out at 157.2 kcal per mole.